ORCA calculation (the ωB97M-V functional and the def2-TZVPD basis) on C37H56FN12O2P2Sm as an isolated structure.

Summary:
**2S+1**: 6
**ΔE to the lowest compared entry with this formula, charge and spin**: 1.521 eV
**Highest occupied orbital energy (alpha / beta)**: -6.43 / -6.42 eV
**Energy**: -100448.766 eV
**Net charge**: 0
**HOMO-LUMO gap (alpha / beta)**: 0.229 / 0.228 Ha

Structure (XYZ):
```
111
Properties=species:S:1:pos:R:3:forces:R:3:mulliken_spin:R:1
Sm -0.348323 -1.498535 -0.481557 -0.99 0.33 -0.45 5.0103
P 0.337225 -2.576962 3.301425 1.59 0.61 0.78 0.0003
P 0.330768 2.111013 -0.644750 -1.53 0.00 0.04 -0.0009
F -5.916688 -4.927440 -2.170025 -0.06 0.55 0.43 0.0001
O -1.212514 -0.564459 -3.341314 -0.06 -1.89 -0.25 0.0003
O 2.380662 -3.387768 -1.080015 0.84 -0.53 0.05 0.0002
N 1.142759 2.398513 -2.108373 0.56 -0.75 0.82 0.0002
N 0.112714 0.653093 -0.197678 0.73 0.08 -0.29 -0.0040
N 0.061500 -3.861230 0.874700 -0.04 -0.87 1.09 -0.0075
N 2.021061 -1.641550 1.185423 0.36 1.48 1.70 -0.0017
N 2.735189 -0.990691 3.213389 0.38 -0.61 -1.28 0.0001
N -1.127331 2.987305 -0.876772 0.11 -0.70 -2.51 -0.0013
N 0.607052 -5.333347 2.519255 -0.94 1.89 -1.09 0.0002
N 1.280726 -2.798280 -1.678856 -0.08 -0.48 -1.84 0.0016
N 1.111503 3.050431 0.491335 0.43 -0.84 1.90 0.0003
N -0.648761 -1.649294 -2.942569 1.85 0.80 -0.32 -0.0014
N -1.514350 -1.141480 1.659414 -0.12 -0.93 3.38 -0.0018
N -1.754108 -0.850174 3.871766 -1.52 -0.65 0.22 0.0008
C 2.857821 -0.815837 4.640068 -0.89 -1.19 0.52 0.0000
C 0.401524 -3.962523 2.183530 -0.47 -2.19 -2.15 0.0030
C -0.050415 -5.128330 0.352618 0.57 -0.92 2.26 0.0026
C -0.169926 -2.652715 -5.181155 0.47 0.02 0.20 -0.0012
C -4.345712 -4.395273 -0.421069 -1.10 0.55 -1.93 -0.0016
C 0.560612 4.368656 2.973981 0.82 0.58 -0.90 0.0000
C -5.061730 -4.011965 -1.600606 0.58 -0.47 1.13 0.0015
C -3.452545 3.389319 0.047796 1.74 0.32 0.11 -0.0002
C 1.207848 -3.055984 -2.984143 1.15 -0.01 1.33 0.0022
C 1.280090 5.128284 1.839494 0.22 -0.12 -0.72 0.0000
C -4.850650 -2.790077 -2.226373 1.27 -0.30 0.64 -0.0013
C 3.579343 2.022415 -2.598163 1.71 -0.53 0.18 0.0005
C 0.230388 -6.066714 1.385339 0.58 2.62 0.19 0.0000
C -3.719096 -2.033353 -1.864094 0.16 0.12 0.09 0.0057
C -1.749965 -1.226688 5.331968 -1.05 0.02 -2.00 0.0000
C -2.871696 -2.457677 -0.808940 0.92 1.51 -0.33 -0.0095
C -3.973112 3.756872 -1.333738 -1.36 -0.18 -0.22 0.0000
C 1.149949 2.978517 2.991664 0.19 -1.68 1.68 0.0001
C -1.111959 -1.583099 2.916557 -0.52 2.38 -2.98 0.0004
C -2.568815 -0.283439 1.883134 -0.06 -0.74 -1.06 0.0050
C 1.086417 3.698980 -2.809004 0.31 -1.31 -1.06 0.0001
C 1.109787 -5.820214 3.836276 0.67 0.73 -1.12 -0.0001
C 2.295831 3.872620 -3.781477 -0.12 0.89 1.69 -0.0001
C 1.722597 -1.599677 2.499361 0.68 -0.32 -0.58 -0.0014
C -2.774698 -0.105992 3.219466 1.06 -0.92 0.52 -0.0009
C 1.131468 4.477069 0.448057 0.88 0.43 0.09 0.0000
C 2.221313 1.404338 -2.374413 -1.07 -0.50 0.69 0.0025
C 3.243317 -0.958602 1.088302 -1.28 -1.11 -0.76 0.0013
C 3.566576 3.485667 -3.027978 -0.53 0.69 0.54 0.0000
C -1.912200 3.509382 0.233876 -0.56 -0.22 -0.76 0.0005
C 3.755623 -0.678103 2.293424 -0.73 0.50 1.01 -0.0007
C -1.937216 2.468026 -2.077377 0.25 0.89 1.49 0.0007
C 1.802381 2.522102 1.713152 -1.20 0.02 -1.95 0.0027
C -3.279712 -3.565891 -0.076114 0.23 -1.37 0.89 0.0004
C 2.422008 -3.769286 -3.643875 -0.29 0.94 0.18 -0.0008
C 0.129285 -2.450862 -3.724062 -1.25 0.89 0.47 -0.0015
C -2.967634 3.531659 -2.499239 -0.83 -1.90 1.34 -0.0001
H 2.664498 -4.725665 -3.197546 -0.40 -0.27 0.19 0.0001
H 2.199762 -0.020108 5.028434 0.34 -0.36 -0.18 0.0000
H -1.340398 2.331554 -2.943826 1.25 -0.14 -0.44 -0.0001
H 0.439513 2.182951 3.361497 0.19 0.86 -0.65 0.0000
H 0.261203 -5.878952 4.489069 -0.23 -0.52 0.54 0.0000
H -2.493432 4.453161 -2.799099 0.31 0.21 -0.03 0.0000
H 1.671169 -6.768496 3.684219 -0.65 0.63 0.24 0.0000
H -0.956299 -0.718122 5.850363 0.39 -0.17 0.22 0.0000
H 4.064823 1.870696 -1.611542 0.31 0.65 -0.58 0.0000
H -0.502925 4.339822 2.756955 -0.16 0.03 0.02 0.0000
H -0.508409 -3.692391 -5.289404 -0.22 0.26 -0.23 0.0001
H 0.189663 -7.120484 1.503755 0.12 -0.67 -0.47 -0.0001
H 2.380691 5.186924 1.950117 -0.58 0.16 0.77 0.0000
H 4.229284 1.447928 -3.317559 -0.92 0.22 0.55 0.0000
H -0.292533 -5.343802 -0.685509 -0.05 0.26 0.39 0.0002
H 2.386120 4.936239 -4.087646 -0.24 -0.52 0.19 0.0000
H 1.944239 0.725996 -3.181524 -0.21 0.05 -0.25 0.0002
H -1.602712 2.973980 1.111941 -0.03 -0.13 0.83 -0.0009
H -4.937184 3.157435 -1.419373 1.13 0.71 -0.50 0.0000
H 2.664784 -1.791041 5.161410 -0.12 0.94 -0.37 0.0000
H -1.734447 -2.330932 5.335656 0.24 0.69 0.58 0.0000
H -3.923537 4.020462 0.762594 -0.22 1.00 0.69 0.0000
H 1.809187 -5.051809 4.255131 -0.57 -0.72 -0.49 0.0000
H -3.468864 -1.116215 -2.506389 -0.34 -1.42 1.11 -0.0007
H -0.968320 -1.933105 -5.430274 0.43 -0.42 -0.21 0.0000
H -3.647651 0.288052 3.729359 0.56 0.19 0.12 0.0000
H -4.607253 -5.314484 0.120002 0.18 0.39 -0.36 0.0000
H -1.685143 4.557620 0.353627 0.15 0.58 0.26 -0.0001
H 3.367238 -3.188243 -3.467489 -1.03 -0.15 -0.22 0.0001
H -4.289761 4.816206 -1.308728 0.12 -0.40 -0.10 0.0000
H -2.711488 -0.865774 5.682775 0.01 -0.13 0.41 0.0000
H 2.256457 -3.900541 -4.712682 0.05 0.05 0.09 0.0000
H 0.227691 4.788436 -0.011120 -0.77 0.56 -0.52 0.0000
H 0.884080 6.126132 1.678393 0.14 0.35 0.44 0.0000
H -3.732646 2.448390 0.448870 -0.39 -1.47 -0.49 0.0000
H 1.760592 1.445918 1.699265 0.05 -0.45 -0.36 -0.0015
H 1.963986 2.867420 3.729933 -0.15 0.50 0.12 0.0000
H 3.612655 -0.688456 0.128087 0.45 -0.19 -0.50 0.0001
H 0.723912 4.894120 3.914921 -0.18 -0.07 0.06 0.0000
H 4.380497 3.778956 -3.665079 0.81 -0.25 -0.08 0.0000
H 1.975772 4.879705 -0.159194 -0.30 -0.20 0.09 -0.0001
H -3.464274 3.072435 -3.352977 -0.25 0.39 -0.19 0.0000
H 0.948299 4.506303 -2.080948 0.18 -0.04 -0.52 0.0000
H 3.884506 -0.603646 4.808974 0.79 0.53 0.41 0.0000
H 3.630903 4.122429 -2.121829 -0.07 -0.16 -0.43 0.0000
H 0.715002 -2.558082 -5.835416 -0.45 0.31 0.13 0.0000
H -3.207360 0.001787 1.013773 0.79 0.01 0.99 -0.0041
H 2.414244 -2.984788 -0.200606 -0.23 0.01 0.02 0.0003
H -2.690609 -3.989940 0.789763 -0.38 0.88 -0.73 0.0000
H 4.744642 -0.279343 2.529288 -0.72 0.05 0.28 0.0000
H 2.273374 0.750235 -1.446118 -0.18 0.67 -1.19 -0.0005
H -5.402840 -2.439249 -3.055464 -0.83 -0.14 -0.82 0.0000
H 2.833427 2.825173 1.613102 0.56 0.18 0.32 0.0002
H 0.238394 3.582998 -3.464994 -0.78 0.79 -0.09 0.0000
H 2.174623 3.307449 -4.691809 -0.16 -0.45 -0.22 0.0000
H -2.303326 1.435996 -1.888173 -0.42 0.71 0.13 0.0010
```
Forces are in eV/Å.